(1)
# CHN2O4

The ion CHN2O4 with charge -1 (ωB97M-V/def2-TZVPD, OMol25).

Summary:
Lowest unoccupied orbital energy, Eh: 0.16167
Structure (SMILES): O=[N+]([O-])C=[N+]([O-])[O-]
Total charge: -1
2S+1: 1

Structure (XYZ):
```
8
CHN2O4 (ωB97M-V/def2-TZVPD)
O 0.4429 -1.7536 -1.3599
N -0.1842 -1.6831 -0.2825
O -0.7810 -2.6560 0.1868
C -0.1743 -0.4785 0.3384
N -0.7788 -0.1273 1.5014
O -1.3611 -0.9484 2.2121
O -0.6947 1.0737 1.8219
H 0.2107 0.4406 -0.3018
```

---

(2)
# CHN2O4

A cluster of 2 separate species, CHN2O4 in total (ωB97M-V/def2-TZVPD, OMol25).

Summary:
Lowest unoccupied orbital energy (spin up / spin down), Eh: 0.09615 / 0.15320
Total charge: -1
2S+1: 1

Structure (XYZ):
```
8
CHN2O4 (ωB97M-V/def2-TZVPD)
C 1.6631 -0.5056 -0.3339
N 0.5466 -0.0155 0.2295
N -2.0180 0.1632 0.0082
O 2.3720 0.0317 0.5725
O 1.8611 -1.2407 -1.2741
O -2.9054 -0.5059 -0.4913
O -1.9526 1.1386 0.7130
H 0.4331 0.9341 0.5761
```

---

(3)
# CHN2O4

A structure of composition CHN2O4 (ωB97M-V/def2-TZVPD, OMol25).

Summary:
Lowest unoccupied orbital energy, Eh: 0.13081
Total charge: -1
2S+1: 1

Structure (XYZ):
```
8
CHN2O4 (ωB97M-V/def2-TZVPD)
C 1.1388 -1.3414 -0.0070
N -0.0165 -0.6302 0.0187
N -1.8650 -0.7530 0.0198
O 2.0682 -0.5250 0.1782
O 1.1654 -2.5550 -0.1861
O -2.4558 -1.7865 0.2254
O -2.3753 0.3567 -0.1103
H 0.1230 0.3015 0.1263
```

---

Last place for stability: (1)